{
  "formula": "C6H14O2",
  "method": "the ωB97M-V functional and the def2-TZVPD basis",
  "species": ["C", "C", "C", "O", "O", "H", "H", "H", "H", "H", "H", "C", "C", "C", "H", "H", "H", "H", "H", "H", "H", "H"],
  "positions_angstrom": [[-1.77874, 0.59980, -0.78927], [-1.74012, 2.05696, -0.40483], [-0.50872, -0.60725, 0.67807], [-1.16077, -1.81224, 0.53629], [-0.47575, 0.00527, 1.73503], [-1.57211, -1.96834, 1.40170], [-1.64860, 0.42281, -1.86094], [-2.69074, 0.09803, -0.47220], [-1.81428, 2.15240, 0.68169], [-0.81201, 2.53707, -0.72256], [-2.56779, 2.60532, -0.86359], [1.05630, -0.78303, -0.19016], [1.71259, 0.57040, -0.38908], [1.85484, -1.66510, 0.75003], [0.88758, -1.30493, -1.13795], [-0.57746, 0.00198, -0.57992], [2.74771, 0.46061, -0.72678], [1.68003, 1.13889, 0.54476], [1.20212, 1.15152, -1.16112], [2.85155, -1.85478, 0.33908], [1.37613, -2.63192, 0.91286], [1.97826, -1.17344, 1.71887]],
  "atomic_forces_ev_per_a": [[2.2, -0.5, -1.1], [0.2, 0.0, 0.2], [4.3, -1.7, 0.9], [-0.2, 0.5, 0.1], [-0.8, 0.0, -1.1], [-0.1, 0.1, -0.2], [-0.4, 0.3, -0.2], [0.5, -0.4, 0.3], [0.0, 0.1, -0.1], [-0.1, 0.0, 0.0], [0.0, -0.1, 0.1], [-1.3, 0.0, 1.2], [-0.4, 0.1, -0.1], [0.1, -0.1, 0.2], [-0.2, 0.1, 0.1], [-3.7, 1.8, -0.3], [-0.1, -0.1, 0.2], [0.1, -0.1, -0.1], [0.0, 0.1, 0.0], [-0.1, 0.0, 0.0], [0.0, 0.1, 0.0], [0.0, 0.0, -0.1]],
  "gap_ev": 9.79,
  "lumo_ev": 0.9,
  "relative_energy_kcal_mol": 71.2,
  "spin_multiplicity": 1
}